Record 1
Here is a structure of composition C24H19AgN4O8P2S5 from the Open Molecules 2025 dataset. Energies are from ωB97M-V/def2-TZVPD.

Structure (XYZ):
```
63
Properties=species:S:1:pos:R:3
Ag -0.330 0.585 -0.425
C -5.557 -6.946 10.304
O -5.680 -7.238 8.929
C -4.954 -6.472 8.062
C -4.099 -5.452 8.448
C -3.409 -4.734 7.475
C -3.559 -5.016 6.125
C -4.428 -6.049 5.756
C -5.115 -6.768 6.709
C -2.857 -4.275 5.073
N -2.988 -4.502 3.789
C -2.179 -3.576 3.170
C -1.550 -2.786 4.102
N -1.994 -3.241 5.324
C -0.634 -1.737 3.771
C 0.043 -0.921 4.684
C 0.903 0.043 4.213
C 1.089 0.159 2.830
N 0.464 -0.609 1.963
C -0.405 -1.525 2.401
C -1.133 -2.300 1.387
N -0.966 -1.931 0.113
C -1.586 -2.599 -0.837
C -2.420 -3.692 -0.561
C -2.634 -4.060 0.747
C -1.988 -3.346 1.763
H -6.209 -7.644 10.822
H -5.877 -5.923 10.525
H -4.529 -7.085 10.652
H -3.957 -5.198 9.489
H -2.751 -3.942 7.810
H -4.550 -6.268 4.704
H -5.790 -7.565 6.428
H -1.750 -2.871 6.223
H -0.113 -1.040 5.751
H 1.434 0.700 4.887
H 1.759 0.897 2.402
H -1.425 -2.243 -1.851
H -2.904 -4.216 -1.375
H -3.298 -4.874 1.010
O 0.025 -1.893 -3.881
P 0.431 -0.387 -3.364
O 1.145 0.326 -4.444
O -0.831 0.133 -2.739
O 1.433 -0.823 -2.161
P 2.598 -0.023 -1.314
O 2.736 -1.096 -0.092
O 3.874 -0.002 -2.048
O 1.940 1.214 -0.755
H 0.750 -2.218 -4.422
H 1.923 -1.058 0.434
C -3.652 1.550 -2.298
S -4.875 1.856 -1.004
C -4.006 2.985 0.017
C -2.989 2.698 0.869
S -2.252 1.187 1.257
S -2.407 4.098 1.756
C -3.504 5.282 1.173
S -3.581 6.851 1.740
S -4.531 4.651 -0.039
H -4.095 0.828 -2.984
H -2.745 1.118 -1.886
H -3.409 2.461 -2.840
```

Computed properties:
Charge = -2
Kohn-Sham gap = 0.1890 Eh
Energy relative to the best compared isomer or geometry (same formula, charge and spin) = 0.0 kcal/mol
E_LUMO = 2.744 eV

Record 2
Here is a cluster of 9 separate species, C48H109N5O9 in total from the Open Molecules 2025 dataset. Energies are from ωB97M-V/def2-TZVPD.

Structure (XYZ):
```
171
Properties=species:S:1:pos:R:3
C -10.283 -2.847 10.980
C -10.205 -2.597 9.516
C -11.512 -3.223 8.842
C -10.270 -1.111 9.081
C -8.959 -0.380 9.243
C -7.922 -1.026 8.269
C -7.629 -2.498 8.744
C -6.820 -3.245 7.645
C -6.831 -2.473 10.009
N -8.980 -3.209 8.906
O -8.899 -4.507 9.173
H -9.467 -2.392 11.541
H -11.182 -2.311 11.288
H -10.479 -3.887 11.238
H -12.448 -2.696 9.030
H -11.573 -3.370 7.763
H -11.666 -4.231 9.227
H -10.562 -1.028 8.034
H -11.075 -0.569 9.577
H -9.033 0.707 9.229
H -8.751 -0.596 10.291
H -6.961 -0.512 8.290
H -8.400 -1.031 7.289
H -6.820 -4.308 7.885
H -5.783 -2.908 7.677
H -7.057 -3.128 6.588
H -6.177 -1.602 9.986
H -6.502 -3.483 10.253
H -7.506 -2.320 10.852
H -8.564 -4.411 10.067
C 9.932 -10.580 0.538
C 10.965 -9.634 1.056
C 11.513 -8.703 -0.052
C 10.178 -8.761 2.211
C 11.158 -7.862 3.068
C 12.269 -8.813 3.608
C 13.022 -9.724 2.528
C 14.052 -8.917 1.731
C 13.751 -10.866 3.378
N 12.022 -10.424 1.702
O 12.598 -11.445 0.841
H 10.246 -11.444 -0.047
H 9.495 -11.118 1.380
H 9.108 -10.011 0.107
H 11.510 -7.730 0.439
H 12.498 -9.032 -0.384
H 10.798 -8.674 -0.874
H 9.357 -8.120 1.892
H 9.787 -9.523 2.886
H 11.670 -7.012 2.616
H 10.608 -7.304 3.825
H 11.895 -9.382 4.460
H 13.018 -8.145 4.033
H 14.937 -8.888 2.367
H 13.764 -7.867 1.694
H 14.276 -9.248 0.717
H 12.980 -11.556 3.723
H 14.347 -10.339 4.122
H 14.440 -11.418 2.739
H 13.127 -10.854 0.300
C 1.809 -1.374 -0.604
C 0.806 -2.037 -1.558
C -0.616 -1.398 -1.278
C 1.131 -1.679 -3.084
C 2.346 -2.513 -3.545
C 1.915 -3.936 -3.461
C 1.564 -4.527 -2.131
C 0.663 -5.763 -2.455
C 2.899 -4.940 -1.389
N 0.758 -3.597 -1.364
O 0.227 -4.002 -0.146
H 1.796 -0.284 -0.616
H 1.909 -1.780 0.403
H 2.787 -1.654 -0.995
H -0.916 -1.388 -0.230
H -0.498 -0.338 -1.506
H -1.382 -1.814 -1.933
H 0.253 -1.821 -3.714
H 1.541 -0.673 -2.994
H 2.601 -2.223 -4.564
H 3.209 -2.322 -2.907
H 2.769 -4.439 -3.914
H 1.134 -4.136 -4.196
H 0.995 -6.256 -3.369
H -0.338 -5.397 -2.679
H 0.673 -6.528 -1.679
H 3.733 -5.351 -1.957
H 2.621 -5.660 -0.619
H 3.298 -4.143 -0.762
H -0.645 -4.349 -0.350
C -6.538 7.897 2.988
C -6.816 7.273 1.528
C -5.748 6.257 1.220
C -8.140 6.476 1.640
C -8.767 5.938 0.313
C -8.803 7.163 -0.684
C -7.518 8.077 -0.742
C -6.477 7.510 -1.692
C -8.059 9.395 -1.320
N -6.984 8.340 0.574
O -5.874 9.247 0.552
H -7.308 8.646 3.169
H -6.505 7.152 3.783
H -5.537 8.321 3.074
H -5.276 5.999 2.168
H -6.160 5.304 0.888
H -4.960 6.706 0.615
H -8.003 5.690 2.382
H -8.972 7.038 2.064
H -8.242 5.045 -0.025
H -9.808 5.650 0.461
H -9.640 7.758 -0.319
H -9.079 6.666 -1.614
H -6.106 6.493 -1.562
H -5.500 7.991 -1.642
H -6.728 7.667 -2.741
H -7.235 10.108 -1.285
H -8.732 9.980 -0.694
H -8.408 9.326 -2.350
H -6.288 10.041 0.898
C 4.050 10.712 -5.302
C 3.726 11.304 -3.893
C 4.619 12.522 -3.543
C 2.300 11.747 -3.633
C 1.354 10.647 -3.594
C 1.669 9.760 -2.347
C 3.090 9.285 -2.333
C 3.417 9.000 -0.802
C 3.330 7.952 -3.102
N 4.053 10.285 -2.829
O 5.382 9.927 -2.793
H 3.451 9.808 -5.415
H 3.867 11.472 -6.062
H 5.089 10.399 -5.407
H 4.411 12.781 -2.505
H 5.680 12.273 -3.571
H 4.440 13.387 -4.181
H 2.259 12.585 -2.937
H 1.981 12.325 -4.500
H 0.357 11.081 -3.515
H 1.422 9.988 -4.459
H 1.026 8.888 -2.465
H 1.309 10.109 -1.379
H 2.837 8.151 -0.440
H 3.256 9.822 -0.105
H 4.436 8.654 -0.630
H 3.090 8.007 -4.164
H 2.600 7.180 -2.861
H 4.330 7.550 -2.936
H 5.664 10.545 -2.114
C -2.397 3.901 -7.273
O -3.385 2.858 -7.303
H -2.004 3.986 -6.260
H -1.769 3.727 -8.147
H -2.891 4.826 -7.569
H -3.266 2.283 -8.062
C 3.830 -10.508 -8.803
O 2.928 -11.285 -8.069
H 4.804 -10.982 -8.920
H 3.507 -10.373 -9.835
H 4.032 -9.514 -8.405
H 2.038 -10.933 -8.156
C -1.359 -2.089 -11.006
O -2.501 -1.223 -11.266
H -0.695 -2.349 -11.831
H -0.567 -1.676 -10.381
H -1.533 -3.033 -10.489
H -3.015 -1.464 -12.041
O -1.649 -9.573 -9.121
H -2.359 -10.210 -9.043
H -2.083 -8.759 -9.373
```

Computed properties:
Kohn-Sham gap = 0.3045 Eh
Energy relative to the best compared isomer or geometry (same formula, charge and spin) = 142.2 kcal/mol
SMILES string = CC1(C)CCCC(C)(C)N1O.CC1(C)CCCC(C)(C)N1O.CC1(C)CCCC(C)(C)N1O.CC1(C)CCCC(C)(C)N1O.CC1(C)CCCC(C)(C)N1O.CO.CO.CO.O
E_LUMO = 0.460 eV

Record 3
Here is a structure of composition C54H47BrClIrN3O6PSSi from the Open Molecules 2025 dataset. Energies are from ωB97M-V/def2-TZVPD.

Structure (XYZ):
```
116
Properties=species:S:1:pos:R:3
Ir 0.045 0.673 0.169
Cl 1.689 -1.363 0.638
C 1.643 -1.748 2.322
C 2.263 -2.909 2.759
C 2.278 -3.206 4.111
C 1.672 -2.356 5.022
C 1.032 -1.212 4.581
C 1.007 -0.892 3.223
P 0.188 0.619 2.600
C 1.448 1.901 2.821
C 1.023 3.218 2.637
C 1.945 4.245 2.646
C 3.293 3.962 2.805
C 3.717 2.652 2.961
C 2.801 1.617 2.969
C -1.042 0.926 3.909
C -2.151 0.083 3.942
C -3.095 0.207 4.945
C -2.941 1.182 5.920
C -1.841 2.023 5.891
C -0.894 1.904 4.888
H 2.733 -3.564 2.043
H 2.775 -4.099 4.453
H 1.698 -2.583 6.076
H 0.552 -0.554 5.290
H -0.027 3.421 2.464
H 1.621 5.263 2.494
H 4.016 4.762 2.783
H 4.768 2.429 3.060
H 3.134 0.593 3.073
H -2.257 -0.678 3.179
H -3.949 -0.453 4.972
H -3.680 1.283 6.702
H -1.718 2.772 6.660
H -0.038 2.562 4.876
C -6.958 -5.256 -2.285
C -5.737 -4.418 -1.921
C -4.526 -5.308 -1.618
N -3.329 -4.540 -1.320
C -3.095 -3.710 -0.305
S -1.741 -2.726 -0.325
N -3.964 -3.569 0.750
C -4.525 -4.504 1.620
O -5.281 -4.115 2.475
C -4.130 -5.915 1.432
C -2.827 -6.291 1.106
C -2.527 -7.627 0.908
C -3.514 -8.591 1.041
C -4.802 -8.227 1.408
C -5.107 -6.894 1.615
H -7.804 -4.606 -2.497
H -7.225 -5.919 -1.464
H -6.758 -5.863 -3.166
H -5.971 -3.810 -1.044
H -5.491 -3.747 -2.746
H -4.298 -5.934 -2.484
H -4.764 -5.971 -0.784
H -2.610 -4.529 -2.031
H -3.994 -2.631 1.135
H -2.044 -5.550 1.024
H -1.520 -7.914 0.645
H -3.279 -9.629 0.862
H -5.568 -8.977 1.530
H -6.102 -6.585 1.897
C -6.214 0.725 -1.631
C -5.795 2.037 -1.772
C -4.457 2.362 -1.619
C -3.524 1.369 -1.363
C -3.948 0.058 -1.219
C -5.287 -0.266 -1.352
Si -1.625 1.795 -1.312
C -2.200 3.045 0.243
C -2.834 2.459 1.323
C -3.329 3.262 2.337
C -3.191 4.638 2.261
C -2.540 5.207 1.181
C -2.041 4.409 0.159
C -1.052 3.189 -2.536
C -1.749 3.279 -3.735
C -1.307 4.120 -4.742
C -0.153 4.864 -4.567
C 0.545 4.782 -3.375
C 0.091 3.954 -2.359
H -7.260 0.476 -1.734
H -6.512 2.815 -1.988
H -4.145 3.391 -1.712
H -3.221 -0.718 -1.024
H -5.602 -1.294 -1.241
H -2.974 1.389 1.371
H -3.844 2.808 3.171
H -3.606 5.264 3.035
H -2.436 6.279 1.109
H -1.553 4.865 -0.686
H -2.632 2.676 -3.888
H -1.861 4.175 -5.667
H 0.204 5.502 -5.360
H 1.457 5.339 -3.233
H 0.642 3.911 -1.431
Br 1.260 -2.965 -2.592
C 1.089 -1.708 -3.979
C 1.830 -1.905 -5.131
C 1.720 -1.012 -6.182
C 0.850 0.066 -6.092
C 0.103 0.254 -4.949
C 0.225 -0.620 -3.864
C -0.505 -0.314 -2.630
O -1.354 0.650 -2.711
O -0.266 -0.882 -1.553
H 2.491 -2.755 -5.201
H 2.318 -1.157 -7.069
H 0.762 0.761 -6.913
H -0.570 1.092 -4.858
O 3.208 2.616 -1.527
N 2.308 1.983 -1.064
O 1.819 0.991 -1.624
O 1.783 2.307 0.038
```

Computed properties:
Charge = +1
Multiplicity = 2
Kohn-Sham gap (alpha / beta) = 0.1964 / 0.1901 Eh
E_LUMO (alpha / beta) = -5.039 / -5.208 eV

Record 4
Here is a structure of composition C51H56F3N5O5S2 from the Open Molecules 2025 dataset. Energies are from ωB97M-V/def2-TZVPD.

Structure (XYZ):
```
122
Properties=species:S:1:pos:R:3
C -2.239 -1.811 -1.639
C -2.837 -0.419 -1.524
C -1.795 0.614 -1.973
C -4.052 -0.391 -2.462
C -3.305 -0.035 -0.090
C -4.043 1.148 -0.020
C -4.640 1.565 1.154
C -4.469 0.818 2.311
C -3.562 -0.240 2.399
C -3.225 -0.827 3.824
C -3.527 -2.316 3.843
C -4.000 -0.117 4.931
C -1.754 -0.655 4.207
C -2.931 -0.687 1.145
N -1.763 -1.575 1.187
C -0.430 -1.259 1.069
C -0.041 0.071 1.203
C 1.380 0.592 1.287
C 2.121 0.612 2.500
C 3.509 0.722 2.486
C 4.129 0.889 1.234
N 5.419 0.262 1.020
O 5.818 0.159 -0.166
O 6.017 -0.221 2.006
C 3.407 1.252 0.091
C 2.026 1.102 0.138
N 0.280 -2.469 0.988
C 1.722 -2.673 1.027
C 2.405 -2.946 2.247
C 1.855 -3.305 3.663
C 2.301 -4.735 4.001
C 0.355 -3.263 3.827
C 2.455 -2.332 4.694
C 3.811 -2.971 2.229
C 4.543 -2.627 1.108
C 3.862 -2.341 -0.070
C 2.478 -2.532 -0.176
C 1.888 -2.580 -1.619
C 2.980 -2.786 -2.678
C 1.180 -1.262 -1.920
C 0.932 -3.756 -1.797
C -0.721 -3.461 1.027
C -0.515 -4.885 0.964
C 0.744 -5.548 0.942
C 0.778 -6.936 0.861
C -0.432 -7.650 0.792
C -1.685 -7.011 0.809
C -1.721 -5.627 0.898
N -1.937 -2.933 1.122
H -2.887 -2.584 -1.211
H -2.065 -2.047 -2.702
H -1.261 -1.860 -1.151
H -2.245 1.606 -2.106
H -1.002 0.709 -1.216
H -1.332 0.311 -2.922
H -4.475 0.613 -2.573
H -3.773 -0.752 -3.461
H -4.830 -1.056 -2.067
H -4.173 1.768 -0.913
H -5.267 2.461 1.173
H -5.051 1.119 3.181
H -3.020 -2.839 3.027
H -3.185 -2.739 4.800
H -4.608 -2.469 3.737
H -3.761 0.955 4.967
H -5.080 -0.252 4.815
H -3.709 -0.546 5.899
H -1.546 0.395 4.496
H -1.484 -1.189 5.127
H -1.154 -1.125 3.419
H -1.261 0.586 3.075
H 1.596 0.493 3.460
H 4.150 0.598 3.365
H 3.932 1.504 -0.826
H 1.406 1.295 -0.741
H 3.392 -4.833 4.020
H 1.913 -5.027 4.984
H 1.909 -5.437 3.254
H -0.040 -2.299 3.504
H -0.150 -4.067 3.283
H 0.092 -3.381 4.891
H 2.269 -1.291 4.401
H 2.001 -2.498 5.681
H 3.537 -2.466 4.798
H 4.358 -3.255 3.122
H 5.631 -2.651 1.131
H 4.449 -2.049 -0.934
H 3.557 -3.693 -2.468
H 2.510 -2.915 -3.661
H 3.659 -1.930 -2.756
H 0.549 -0.968 -1.072
H 1.908 -0.454 -2.067
H 0.547 -1.342 -2.817
H 0.036 -3.659 -1.185
H 0.607 -3.816 -2.845
H 1.433 -4.695 -1.535
H 1.670 -4.960 0.966
H 1.754 -7.438 0.851
H -0.391 -8.730 0.719
H -2.631 -7.564 0.757
H -2.655 -5.059 0.917
F -2.276 2.983 3.050
C -1.054 2.452 2.808
F -0.290 3.320 2.091
F -0.472 2.256 4.044
S -1.326 0.990 1.735
N 0.775 5.060 -0.204
C 0.154 6.218 0.206
O -1.043 6.453 0.344
C 1.301 7.173 0.312
C 2.531 6.530 0.315
C 3.731 7.232 0.372
C 3.649 8.645 0.403
C 2.399 9.294 0.386
C 1.208 8.553 0.333
S 2.321 4.759 0.218
O 2.590 4.218 1.537
O 3.008 4.122 -0.876
H 4.679 6.698 0.377
H 4.568 9.248 0.452
H 2.344 10.384 0.417
H 0.215 9.001 0.293
```

Computed properties:
Kohn-Sham gap = 0.2224 Eh
Energy relative to the best compared isomer or geometry (same formula, charge and spin) = 146.9 kcal/mol
E_LUMO = -1.010 eV

Record 5
Here is an isolated molecule of C5H9N3 from the Open Molecules 2025 dataset. Energies are from ωB97M-V/def2-TZVPD.

Structure (XYZ):
```
17
Properties=species:S:1:pos:R:3
N 1.083 -0.544 0.426
C 0.049 -0.008 -0.036
N 0.087 1.363 -0.363
C 1.433 1.968 -0.662
C 0.805 2.239 0.657
N -1.233 -0.535 -0.231
C -1.515 -1.797 0.608
C -1.261 -1.844 -0.827
H 0.961 -1.488 0.502
H 1.441 2.692 -1.464
H 2.309 1.272 -0.692
H 1.273 1.751 1.523
H 0.158 3.106 0.878
H -2.472 -1.955 1.075
H -0.683 -2.017 1.288
H -0.363 -2.240 -1.173
H -2.070 -1.963 -1.508
```

Computed properties:
Kohn-Sham gap = 0.3882 Eh
Energy relative to the best compared isomer or geometry (same formula, charge and spin) = 82.9 kcal/mol
SMILES string = N=C(N1CC1)N1CC1
E_LUMO = 1.123 eV